Below is a gas-phase ion, C4H9NP (charge +1) at a distorted geometry, with properties calculated with wB97M-V/def2-TZVPD.

Geometry as XYZ:
```
15
Properties=species:S:1:pos:R:3:forces:R:3:mulliken_charge:R:1
P 2.53831 0.50610 0.09160 -2.1817 0.0745 0.1840 0.030
C 0.63021 0.18189 0.74846 1.6759 0.2969 -3.5959 -0.387
C 0.02294 -1.14413 0.27837 -0.7262 1.9600 -0.3299 -0.650
C -0.98816 -0.39775 -0.60410 -0.4575 0.0095 2.3130 -0.098
C -1.74872 0.75254 0.09833 2.7900 -2.9264 -0.7278 -0.465
N -0.32001 0.89092 -0.33644 0.4754 0.6033 1.9559 -0.131
H 1.95739 0.42749 -1.22553 0.5754 -0.0239 0.2353 0.060
H 2.84104 -0.85982 0.10031 0.0704 -0.2909 0.0242 0.097
H 0.51015 0.55867 1.71861 -0.6001 0.5140 1.2165 0.472
H -0.36700 -1.76931 0.99956 -0.8491 -1.3997 1.5893 0.352
H 0.70023 -1.66412 -0.34102 0.7200 -0.7015 -0.6610 0.357
H -1.41627 -0.94605 -1.38694 -0.1008 0.4151 -2.1001 0.431
H -2.50768 1.27622 -0.36393 -1.0212 1.0746 -1.5776 0.354
H -1.94348 0.53898 1.09467 0.1960 0.3168 2.0067 0.242
H 0.09104 1.64835 -0.87197 -0.5665 0.0778 -0.5326 0.336
```
Forces are in eV/Å.

Output
- Charge: +1
- Energy above the lowest of the compared OMol25 structures with the same formula, charge and spin: 69.6 kcal/mol
- HOMO energy: -14.280 eV
- LUMO level: -3.21 eV
- Kohn-Sham gap: 11.067 eV
- Structure (SMILES): P[C@@H]1C[C@H]2C[N@H+]21